[1]
# C12H18N6

6 unconnected molecules or ions with the total composition C12H18N6 in a non-equilibrium geometry (the ωB97M-V functional and the def2-TZVPD basis, the Open Molecules 2025 dataset).

```
! wB97M-V def2-TZVPD RIJCOSX def2/J DEFGRID3
* xyz 0 1
C -3.51749 1.51189 -5.19850
C -3.78303 0.57944 -4.08390
N -4.00239 -0.12083 -3.21372
H -4.26386 2.30619 -5.18739
H -3.54652 0.97836 -6.14855
H -2.49755 1.88836 -5.12040
C 0.01472 -1.87041 3.18715
C 0.36601 -1.83808 4.62402
N 0.64930 -1.78020 5.72376
H -1.02409 -1.60069 2.99678
H 0.05821 -2.82354 2.66015
H 0.72180 -1.17177 2.73989
C -1.25198 0.04901 -1.18180
C -0.07469 -0.36599 -0.39088
N 0.83922 -0.69158 0.27634
H -1.75378 -0.81119 -1.62492
H -1.07219 0.79012 -1.96060
H -1.91100 0.46253 -0.41838
C -2.78643 4.76038 2.23716
C -2.20205 3.68230 1.43928
N -1.76257 2.83485 0.78198
H -2.71866 5.77370 1.84133
H -2.11503 4.81228 3.09427
H -3.84300 4.61722 2.46355
C 3.03247 -3.52073 -0.71230
C 2.02793 -3.89829 -1.68927
N 1.20854 -4.28992 -2.47573
H 3.01696 -4.26030 0.08826
H 2.82419 -2.53562 -0.29485
H 4.02039 -3.54261 -1.17233
C 4.16717 0.37211 0.79960
C 4.23125 -0.75093 1.73182
N 4.31667 -1.64423 2.47537
H 4.53275 0.14166 -0.20107
H 4.87909 1.06326 1.25079
H 3.21961 0.89326 0.66310
*
```

Values from the calculation:
- HOMO: -11.16 eV
- LUMO: 0.3302 eV
- HOMO-LUMO gap: 11.5 eV
- Structure (SMILES): CC#N.CC#N.CC#N.CC#N.CC#N.CC#N
- Relative energy (zero: lowest compared OMol25 entry of this formula, charge and spin): 81.9 kJ/mol

---

[2]
# C12H18NS

A gas-phase ion, C12H18NS (charge +1) in a non-equilibrium geometry (the ωB97M-V functional and the def2-TZVPD basis, the Open Molecules 2025 dataset).

```
! wB97M-V def2-TZVPD RIJCOSX def2/J DEFGRID3
* xyz 1 1
C -1.59207 1.46499 1.62084
C -1.65170 0.20663 1.23469
C -1.03132 1.00760 -1.04889
C 1.14019 0.29227 0.08694
C -1.76593 0.92788 -2.15546
C -0.71776 2.46652 0.91148
C -1.07319 -0.22383 -0.14509
C -0.34928 2.10414 -0.45135
C 0.24612 -2.72959 -1.17952
C -0.12585 -2.82967 1.29215
C 3.15899 1.89377 -0.34825
C 0.61952 -2.09302 0.14653
N 0.30906 -0.66413 0.02847
S 2.76855 0.19635 0.26682
H -2.10684 1.67895 2.54418
H -2.30750 -0.58893 1.78621
H -1.82654 1.79931 -2.89701
H -2.30558 0.11770 -2.49524
H -1.22525 3.37517 0.94132
H 0.17816 2.79439 1.66490
H -1.60469 -0.96820 -0.51073
H 0.19411 2.92658 -1.13944
H 0.65911 -2.00509 -1.86468
H 0.67057 -3.75316 -1.20134
H -0.85478 -2.94399 -1.13261
H -1.05922 -2.48373 1.37854
H 0.25554 -2.58864 2.24326
H 0.00560 -3.87634 1.10327
H 2.98552 2.01905 -1.35201
H 4.15520 1.94671 -0.10008
H 2.64318 2.53153 0.31878
H 1.60808 -2.00123 0.45334
*
```

Values from the calculation:
- HOMO (spin up / spin down): -12.47 / -12.47 eV
- LUMO (spin up / spin down): -4.6077 / -4.6089 eV
- HOMO-LUMO gap (spin up / spin down): 7.9 / 7.9 eV
- Relative energy (zero: lowest compared OMol25 entry of this formula, charge and spin): 359.3 kJ/mol

---

[3]
# C12H18OP

A gas-phase ion, C12H18OP (charge +1) in a non-equilibrium geometry (the ωB97M-V functional and the def2-TZVPD basis, the Open Molecules 2025 dataset).

```
! wB97M-V def2-TZVPD RIJCOSX def2/J DEFGRID3
* xyz 1 1
C 0.44908 3.26849 2.58732
C -0.40588 3.81891 1.64535
C 0.84218 1.88607 2.54406
C -0.62753 3.10636 0.48119
C 0.34360 1.14063 1.49745
C -0.29542 1.75511 0.40853
C 0.36157 -1.46274 -1.89866
C 0.21090 -2.48056 -0.81779
C 0.87528 0.00075 -1.43002
C -1.23521 -2.60668 -0.25479
C 1.56785 0.72718 -2.56242
C -1.17567 -3.10656 1.17784
O -1.73352 -1.21440 -0.26447
P -0.46969 1.13866 -1.19694
H 0.83841 3.84112 3.41732
H -0.73239 4.87705 1.69651
H 1.29685 1.41047 3.39140
H -1.17776 3.45596 -0.41165
H 0.45021 0.08255 1.60907
H 1.31731 -1.66969 -2.40731
H -0.64879 -1.29756 -2.42558
H 0.29666 -3.48356 -1.33871
H 0.89234 -2.10424 -0.02737
H 1.68317 -0.15921 -0.61573
H -1.90081 -3.18377 -0.77974
H 1.07839 1.32866 -3.29788
H 2.18407 0.00103 -3.05273
H 2.16861 1.57213 -2.07336
H -1.12966 -4.20928 1.31012
H -2.26131 -2.75750 1.63577
H -0.39370 -2.58684 1.81261
H -2.66916 -1.08856 -0.35937
*
```

Values from the calculation:
- HOMO: -13.48 eV
- LUMO: -5.6528 eV
- HOMO-LUMO gap: 7.8 eV

---

[4]
# C12H19AuCl2NO2P

A molecular structure, C12H19AuCl2NO2P in a non-equilibrium geometry (the ωB97M-V functional and the def2-TZVPD basis, the Open Molecules 2025 dataset).

```
! wB97M-V def2-TZVPD RIJCOSX def2/J DEFGRID3
* xyz 2 3
C 1.25636 1.80109 -4.57711
C 1.04862 2.12005 -3.11276
H 1.38630 2.68395 -5.21842
H 0.39262 1.19869 -4.93460
H 2.16056 1.16582 -4.61147
O 0.97638 3.21811 -2.59884
Cl 0.96864 -1.87851 -2.95625
Au 0.82661 0.33063 -2.18074
P 2.63453 -0.33715 -0.03508
C 3.07873 0.64995 1.44331
C 2.69858 -2.02749 0.65579
H 4.02865 -0.88237 -1.91106
H 5.00955 -0.56456 -0.42490
H 4.29692 0.79883 -1.36123
C 4.15442 -0.23888 -1.03169
H 2.18112 -2.70110 -0.03314
H 3.74338 -2.33578 0.78962
H 4.15025 0.51369 1.65648
H 2.48027 0.30183 2.29767
H 2.17927 -2.03334 1.62240
H 2.86781 1.71375 1.27149
C 0.68588 1.70063 -0.72393
O 0.37486 2.36932 0.15810
Cl -0.19446 -1.05163 -0.34769
N -3.04208 0.09237 -1.00911
C -3.49166 -0.18068 0.24156
C -3.47760 -1.51368 0.71732
C -3.99543 -1.80620 1.97880
C -4.50959 -0.77847 2.79335
C -4.48796 0.55103 2.33553
C -3.99152 0.85748 1.06849
H -2.34051 -0.52047 -1.41529
H -2.95591 1.06049 -1.28756
H -3.05834 -2.29378 0.08191
H -4.00243 -2.84233 2.33000
H -4.91111 -1.01597 3.79194
H -4.87091 1.35056 2.97054
H -3.96599 1.88378 0.69785
*
```

Values from the calculation:
- HOMO (spin up / spin down): -15.56 / -15.54 eV
- LUMO (spin up / spin down): -8.6795 / -9.6659 eV
- HOMO-LUMO gap (spin up / spin down): 6.9 / 5.9 eV
- Relative energy (zero: lowest compared OMol25 entry of this formula, charge and spin): 162.1 kJ/mol